The following is a quantum chemistry calculation of 5 unconnected molecules or ions with the total composition C17H36BFNO9S4 at a distorted geometry, from OMol25.

CARTESIAN COORDINATES (ANGSTROEM)
C1 0.392 0.949 -0.382
B1 -0.868 1.902 -0.092
O1 -0.793 3.210 -0.664
N1 -1.963 1.485 0.728
F1 -2.251 0.133 0.030
H1 0.700 0.963 -1.436
H2 1.236 1.347 0.180
H3 0.150 -0.067 -0.068
H4 -0.834 3.118 -1.622
C2 6.099 -0.481 1.596
C3 6.823 0.585 0.754
C4 5.890 0.964 -0.409
S1 4.214 0.680 0.202
O2 3.626 -0.400 -0.546
O3 3.554 1.944 0.375
C5 4.687 0.051 1.796
H5 6.591 -0.663 2.550
H6 6.070 -1.424 1.046
H7 7.022 1.463 1.371
H8 7.781 0.223 0.380
H9 5.975 2.007 -0.704
H10 6.035 0.319 -1.274
H11 3.942 -0.692 2.066
H12 4.666 0.874 2.508
C6 -0.387 -2.157 4.776
C7 0.066 -2.613 3.382
C8 1.115 -1.610 2.890
S2 1.896 -0.949 4.370
O4 1.593 0.453 4.472
O5 3.268 -1.402 4.461
C9 0.888 -1.838 5.555
H13 -0.978 -2.920 5.281
H14 -1.000 -1.258 4.687
H15 0.507 -3.610 3.451
H16 -0.768 -2.666 2.685
H17 1.881 -2.066 2.268
H18 0.662 -0.769 2.362
H19 0.733 -1.205 6.426
H20 1.429 -2.741 5.835
C10 1.458 2.158 -5.824
C11 0.341 2.757 -6.694
C12 -0.997 2.342 -6.071
S3 -0.679 2.123 -4.308
O6 -0.866 0.737 -3.984
O7 -1.343 3.168 -3.572
C13 1.077 2.465 -4.380
H21 2.433 2.574 -6.074
H22 1.504 1.077 -5.972
H23 0.427 3.845 -6.694
H24 0.411 2.422 -7.728
H25 -1.773 3.094 -6.187
H26 -1.348 1.385 -6.452
H27 1.578 1.847 -3.637
H28 1.213 3.520 -4.140
C14 -5.020 -1.785 0.165
C15 -6.339 -1.943 -0.599
C16 -7.398 -2.400 0.411
S4 -6.872 -1.741 2.009
O8 -6.568 -2.855 2.880
O9 -7.807 -0.731 2.444
C17 -5.351 -1.003 1.429
H29 -4.260 -1.258 -0.412
H30 -4.623 -2.768 0.429
H31 -6.628 -0.981 -1.027
H32 -6.249 -2.653 -1.420
H33 -8.392 -2.015 0.198
H34 -7.433 -3.483 0.507
H35 -4.595 -1.079 2.206
H36 -5.548 0.046 1.211

Properties
HOMO ... -2.54 eV
Molar mass ... 556.6 g mol⁻¹
Frontier orbital gap ... 0.172 Eh
Total charge ... -1
DFT total energy ... -84863.983 eV